Here is a molecular structure, C25H28IrN5O4S3 at a distorted geometry from the Open Molecules 2025 dataset. Energies are from the ωB97M-V functional and the def2-TZVPD basis.

The calculation puts the HOMO-LUMO gap (alpha / beta) at 7.99 / 5.76 eV. The expectation value of S² is 0.755. For the energy above the lowest of the compared OMol25 structures with the same formula, charge and spin, the calculation gives 1.0370 eV. Its HOMO energy (alpha / beta) is -17.79 / -17.72 eV. As for the net charge: +3. Its spin multiplicity is 2.

CARTESIAN COORDINATES (ANGSTROEM)
Ir: -0.009 -0.176 0.293
C: 0.516 -1.473 4.439
C: -0.327 -1.164 3.254
O: 0.232 -0.576 2.273
N: -1.595 -1.528 3.238
C: -2.414 -1.395 2.035
C: -1.983 -2.417 1.004
C: -2.541 -3.680 0.974
C: -2.026 -4.650 0.127
C: -0.949 -4.326 -0.683
C: -0.443 -3.046 -0.628
N: -0.944 -2.099 0.195
H: 1.213 -0.657 4.617
H: 1.103 -2.367 4.210
H: -0.080 -1.658 5.330
H: -1.942 -2.060 4.025
H: -2.278 -0.386 1.659
H: -3.462 -1.512 2.296
H: -3.382 -3.904 1.619
H: -2.453 -5.644 0.107
H: -0.492 -5.055 -1.338
H: 0.399 -2.759 -1.243
O: 3.494 -1.569 -1.159
S: 3.245 -1.323 0.219
O: 2.860 -2.365 1.106
N: 1.980 -0.120 0.308
C: 2.363 1.008 0.878
S: 0.913 1.918 0.907
C: 3.767 1.067 1.215
C: 4.521 2.136 1.671
C: 5.888 1.943 1.843
C: 6.476 0.717 1.561
C: 5.727 -0.363 1.081
C: 4.378 -0.163 0.924
H: 4.067 3.098 1.872
H: 6.504 2.761 2.191
H: 7.542 0.593 1.701
H: 6.199 -1.310 0.851
C: -5.069 3.222 0.015
C: -3.677 2.769 0.447
S: -3.047 1.521 -0.684
O: -1.796 0.977 0.095
C: -2.465 2.565 -2.039
C: -1.192 3.350 -1.775
H: -5.410 3.985 0.713
H: -5.785 2.402 0.038
H: -5.078 3.668 -0.979
H: -3.702 2.267 1.414
H: -2.954 3.584 0.487
H: -3.321 3.217 -2.233
H: -2.364 1.898 -2.893
H: -1.330 4.129 -1.026
H: -0.890 3.837 -2.701
H: -0.381 2.699 -1.454
N: 3.165 0.804 -5.159
C: 2.218 0.490 -4.592
C: 1.026 0.106 -3.890
C: -0.155 -0.200 -4.555
C: -1.267 -0.538 -3.798
C: -1.178 -0.542 -2.424
N: -0.027 -0.250 -1.776
C: 1.058 0.066 -2.504
H: -0.195 -0.180 -5.637
H: -2.205 -0.797 -4.270
H: -2.027 -0.804 -1.812
H: 1.981 0.259 -1.982

***

Here is a molecular structure, C25H28MnO4P from the Open Molecules 2025 dataset. Energies are from the ωB97M-V functional and the def2-TZVPD basis.

The calculation puts the HOMO-LUMO gap (alpha / beta) at 8.18 / 4.47 eV. The expectation value of S² is 0.779. Its HOMO energy (alpha / beta) is -17.82 / -17.81 eV. As for the net charge: +3. Its spin multiplicity is 2.

CARTESIAN COORDINATES (ANGSTROEM)
Mn: 1.353 -0.193 0.239
C: -0.117 0.595 2.914
O: 0.515 -0.421 2.128
C: 1.146 -1.412 2.971
C: 1.888 -2.360 2.055
O: 2.550 -1.612 1.017
C: 3.876 -1.079 1.282
C: 3.781 0.321 1.864
O: 2.768 1.029 1.123
C: 2.777 2.444 1.363
H: -0.927 0.156 3.500
H: -0.505 1.343 2.228
H: 0.606 1.062 3.587
H: 0.382 -1.939 3.546
H: 1.815 -0.900 3.666
H: 1.205 -3.031 1.533
H: 2.618 -2.953 2.606
H: 4.365 -1.059 0.312
H: 4.416 -1.760 1.938
H: 4.740 0.832 1.749
H: 3.514 0.329 2.925
H: 3.712 2.873 1.001
H: 2.666 2.647 2.430
H: 1.941 2.866 0.811
O: 2.660 -0.214 -1.293
C: 1.627 0.278 -1.630
C: 0.879 0.795 -2.743
C: 1.358 1.056 -4.025
C: 0.450 1.514 -4.971
C: -0.890 1.682 -4.642
C: -1.372 1.392 -3.365
C: -0.476 0.954 -2.407
P: -0.738 0.434 -0.688
C: -2.355 1.181 -0.188
C: -2.405 2.468 0.274
C: -3.676 3.112 0.568
C: -4.891 2.444 0.393
C: -4.859 1.160 -0.070
C: -3.590 0.520 -0.369
C: -0.917 -1.379 -0.636
C: -1.607 -1.970 0.437
C: -1.728 -3.344 0.519
C: -1.140 -4.153 -0.452
C: -0.446 -3.583 -1.508
C: -0.348 -2.199 -1.614
H: 2.403 0.917 -4.267
H: 0.788 1.746 -5.972
H: -1.577 2.041 -5.397
H: -2.424 1.518 -3.148
H: -1.493 3.038 0.412
H: -3.670 4.135 0.928
H: -5.830 2.932 0.617
H: -5.776 0.604 -0.215
H: -3.607 -0.499 -0.741
H: -2.058 -1.352 1.207
H: -2.282 -3.792 1.333
H: -1.236 -5.228 -0.387
H: -0.002 -4.210 -2.269
H: 0.146 -1.776 -2.480

***

Here is a molecular structure, C25H28N4O2PdS from the Open Molecules 2025 dataset. Energies are from the ωB97M-V functional and the def2-TZVPD basis.

The calculation puts the HOMO-LUMO gap (alpha / beta) at 7.34 / 6.07 eV. The expectation value of S² is 0.756. For the energy above the lowest of the compared OMol25 structures with the same formula, charge and spin, the calculation gives 0.0000 eV. Its HOMO energy (alpha / beta) is -16.72 / -16.70 eV. As for the net charge: +3. Its spin multiplicity is 2.

CARTESIAN COORDINATES (ANGSTROEM)
Pd: -0.540 -1.494 -1.671
C: 2.252 4.839 -2.463
C: 1.923 3.408 -2.152
C: 2.550 2.692 -1.164
C: 2.260 1.328 -0.922
C: 2.749 0.618 0.205
N: 3.448 1.102 1.188
C: 3.795 0.364 2.413
C: 3.088 0.901 3.658
C: 1.599 0.583 3.789
N: 0.792 1.343 2.817
C: -0.169 0.925 2.055
C: -0.859 -0.330 2.112
C: -1.183 -0.974 3.322
C: -2.015 -2.077 3.370
C: -2.394 -2.741 4.663
C: -2.531 -2.532 2.154
C: -2.205 -1.955 0.929
C: -2.851 -2.426 -0.287
N: -2.378 -2.265 -1.464
C: -3.175 -2.525 -2.668
C: -3.366 -1.244 -3.484
C: -2.130 -0.745 -4.224
N: -1.071 -0.255 -3.339
C: -0.493 0.867 -3.490
C: 0.598 1.396 -2.683
C: 0.923 2.731 -2.873
C: 1.344 0.621 -1.748
O: 1.265 -0.678 -1.637
C: -1.361 -0.822 0.882
O: -1.035 -0.207 -0.234
H: 3.044 5.214 -1.818
H: 1.377 5.478 -2.335
H: 2.585 4.940 -3.496
H: 3.308 3.196 -0.572
H: 2.454 -0.422 0.301
H: 3.790 2.055 1.128
H: 4.874 0.436 2.548
H: 3.554 -0.686 2.242
H: 3.263 1.976 3.767
H: 3.578 0.444 4.520
H: 1.262 0.842 4.793
H: 1.405 -0.476 3.626
H: 1.063 2.314 2.702
H: -0.485 1.627 1.288
H: -0.834 -0.553 4.257
H: -1.956 -2.227 5.516
H: -2.053 -3.777 4.681
H: -3.476 -2.747 4.793
H: -3.219 -3.371 2.164
H: -3.825 -2.904 -0.190
H: -4.148 -2.916 -2.367
H: -2.670 -3.291 -3.259
H: -3.772 -0.456 -2.845
H: -4.123 -1.454 -4.241
H: -2.404 0.059 -4.911
H: -1.704 -1.553 -4.825
H: -0.853 1.515 -4.292
H: 0.377 3.287 -3.628
S: 0.632 -4.057 -3.723
C: 0.126 -2.939 -2.878

***

Here is C25H28N4O4 in the gas phase from the Open Molecules 2025 dataset. Energies are from the ωB97M-V functional and the def2-TZVPD basis.

The calculation puts the HOMO-LUMO gap at 8.43 eV. For the energy above the lowest of the compared OMol25 structures with the same formula, charge and spin, the calculation gives 0.0000 eV. Its HOMO energy is -8.21 eV. The SMILES is Cc1cccc(NC(=O)Cn2c(=O)n(CCC(=O)NC3CCCC3)c(=O)c3ccccc32)c1. As for the net charge: 0.

CARTESIAN COORDINATES (ANGSTROEM)
C: 6.527 1.032 0.530
C: 5.097 1.177 0.107
C: 4.327 0.052 -0.152
C: 3.007 0.181 -0.567
C: 2.454 1.450 -0.721
C: 3.220 2.569 -0.462
C: 4.534 2.438 -0.050
H: 5.129 3.318 0.150
H: 2.789 3.553 -0.583
H: 1.430 1.540 -1.046
N: 2.179 -0.917 -0.843
C: 2.475 -2.227 -0.732
O: 3.539 -2.697 -0.383
C: 1.318 -3.164 -1.115
N: 0.016 -2.723 -0.660
C: -0.923 -2.467 -1.632
O: -0.708 -2.671 -2.806
N: -2.143 -1.971 -1.205
C: -2.501 -1.724 0.108
O: -3.573 -1.214 0.379
C: -1.501 -2.109 1.097
C: -1.791 -1.956 2.454
C: -0.848 -2.267 3.406
C: 0.401 -2.727 3.002
C: 0.707 -2.880 1.666
C: -0.244 -2.575 0.688
H: 1.686 -3.233 1.390
H: 1.148 -2.969 3.742
H: -1.072 -2.152 4.454
H: -2.770 -1.587 2.720
C: -3.012 -1.454 -2.253
C: -2.373 -0.207 -2.889
C: -1.636 0.582 -1.817
O: -0.468 0.352 -1.540
N: -2.355 1.527 -1.200
H: -3.351 1.568 -1.348
C: -1.813 2.377 -0.156
H: -0.794 2.640 -0.455
C: -2.716 3.592 0.044
C: -3.834 3.106 0.983
H: -4.065 3.867 1.727
C: -3.309 1.816 1.644
H: -3.859 0.946 1.286
H: -3.407 1.848 2.728
C: -1.845 1.703 1.218
H: -1.195 2.256 1.897
H: -1.498 0.673 1.176
H: -4.751 2.907 0.429
H: -3.099 3.976 -0.901
H: -2.139 4.384 0.520
H: -3.138 0.398 -3.375
H: -1.635 -0.526 -3.626
H: -3.159 -2.230 -3.006
H: -3.961 -1.212 -1.771
H: 1.266 -3.221 -2.208
H: 1.546 -4.162 -0.728
H: 1.252 -0.651 -1.165
H: 4.756 -0.929 -0.035
H: 7.187 1.217 -0.318
H: 6.775 1.752 1.308
H: 6.722 0.029 0.900

***

Here is a molecular structure, C25H28N6O4PdS at a distorted geometry from the Open Molecules 2025 dataset. Energies are from the ωB97M-V functional and the def2-TZVPD basis.

The calculation puts the HOMO-LUMO gap at 5.75 eV. For the energy above the lowest of the compared OMol25 structures with the same formula, charge and spin, the calculation gives 0.4294 eV. Its HOMO energy is -5.64 eV. As for the net charge: 0.

CARTESIAN COORDINATES (ANGSTROEM)
Pd: 0.490 1.748 -0.166
C: 1.582 0.653 -2.775
C: 0.107 0.551 -3.002
C: -0.475 -0.287 -3.950
C: -1.858 -0.337 -4.039
C: -2.628 0.438 -3.188
C: -1.973 1.268 -2.280
N: -0.639 1.308 -2.212
C: -2.664 2.145 -1.315
C: -3.962 2.626 -1.487
C: -4.487 3.452 -0.507
C: -3.701 3.834 0.567
C: -2.396 3.346 0.642
N: -1.935 2.479 -0.254
C: -1.401 3.781 1.640
C: -1.707 4.476 2.808
C: -0.662 4.889 3.621
C: 0.645 4.591 3.265
C: 0.869 3.875 2.093
C: 2.223 3.464 1.603
N: -0.138 3.500 1.320
H: 2.071 1.171 -3.598
H: 2.033 -0.329 -2.659
H: 1.731 1.232 -1.837
H: 0.142 -0.882 -4.603
H: -2.331 -0.991 -4.756
H: -3.707 0.386 -3.213
H: -4.538 2.377 -2.366
H: -5.497 3.825 -0.596
H: -4.092 4.503 1.317
H: -2.730 4.686 3.078
H: -0.865 5.442 4.527
H: 1.469 4.917 3.882
H: 2.785 4.322 1.238
H: 2.058 2.752 0.760
H: 2.803 2.987 2.388
C: 0.922 -5.083 -2.510
C: 1.771 -5.412 -1.304
S: 1.798 -4.010 -0.135
O: 2.863 -4.225 0.799
O: 1.803 -2.786 -0.889
C: 0.199 -4.104 0.775
C: 0.290 -3.261 2.044
N: 0.999 -2.030 1.800
C: 0.577 -0.991 1.043
N: 1.533 -0.097 0.883
C: 2.624 -0.562 1.512
C: 2.326 -1.773 2.103
N: 3.158 -2.553 2.920
O: 4.341 -2.276 2.913
O: 2.653 -3.410 3.636
C: -0.769 -0.821 0.455
H: 1.110 -5.790 -3.314
H: 1.176 -4.084 -2.858
H: -0.138 -5.110 -2.268
H: 2.816 -5.554 -1.569
H: 1.422 -6.275 -0.745
H: 0.023 -5.147 1.021
H: -0.552 -3.731 0.087
H: 0.840 -3.811 2.814
H: -0.711 -3.027 2.423
H: 3.552 -0.025 1.545
H: -1.563 -1.151 1.122
H: -0.829 -1.364 -0.489
H: -0.854 0.266 0.243

***

Here is C25H28N8O2 in the gas phase at a distorted geometry from the Open Molecules 2025 dataset. Energies are from the ωB97M-V functional and the def2-TZVPD basis.

The calculation puts the HOMO-LUMO gap at 7.98 eV. Its HOMO energy is -7.68 eV. The SMILES is COc1cccc(N2CCN(c3ccc4nnc(CCC(=O)Nc5cc(C)ccn5)n4n3)CC2)c1. As for the net charge: 0.

CARTESIAN COORDINATES (ANGSTROEM)
C: -0.266 8.101 -0.801
H: 0.159 8.236 -1.801
O: -0.628 6.763 -0.569
C: 0.347 5.808 -0.624
C: -0.090 4.505 -0.416
C: 0.791 3.425 -0.435
C: 2.140 3.690 -0.698
C: 2.566 4.984 -0.915
C: 1.691 6.056 -0.875
H: 2.062 7.054 -1.041
H: 3.612 5.167 -1.111
H: 2.867 2.895 -0.726
N: 0.291 2.137 -0.270
C: -0.642 1.875 0.804
H: -1.227 2.765 1.027
C: 0.108 1.424 2.073
N: 0.893 0.245 1.785
C: 0.414 -1.022 1.906
N: 1.039 -1.953 1.213
N: 0.639 -3.206 1.402
C: 1.095 -4.340 0.808
N: 0.402 -5.364 1.259
N: -0.499 -4.940 2.138
C: -0.377 -3.632 2.238
C: -1.051 -2.638 2.975
C: -0.659 -1.350 2.808
H: -1.152 -0.570 3.362
H: -1.850 -2.924 3.638
C: 2.154 -4.360 -0.230
H: 2.783 -3.477 -0.102
H: 2.756 -5.260 -0.106
C: 1.552 -4.354 -1.650
C: 0.735 -3.093 -1.854
O: 1.172 -2.095 -2.381
N: -0.532 -3.196 -1.350
C: -1.443 -2.161 -1.161
N: -2.306 -2.381 -0.174
C: -3.208 -1.450 0.080
C: -3.295 -0.261 -0.621
C: -2.397 -0.026 -1.662
C: -1.453 -1.006 -1.938
H: -0.740 -0.883 -2.736
C: -2.418 1.246 -2.446
H: -1.585 1.879 -2.140
H: -3.345 1.789 -2.285
H: -2.304 1.039 -3.508
H: -4.050 0.469 -0.369
H: -3.888 -1.678 0.890
H: -0.775 -4.033 -0.833
H: 0.932 -5.241 -1.785
H: 2.363 -4.361 -2.379
C: 1.866 0.522 0.742
H: 2.435 -0.383 0.540
H: 2.531 1.309 1.108
C: 1.127 0.982 -0.523
H: 1.822 1.191 -1.333
H: 0.477 0.163 -0.848
H: -0.594 1.250 2.885
H: 0.801 2.216 2.381
H: -1.320 1.072 0.495
H: -1.147 4.363 -0.260
H: -1.189 8.675 -0.723
H: 0.447 8.462 -0.052

***

Here is a gas-phase ion, C25H28NO (charge +1) at a distorted geometry from the Open Molecules 2025 dataset. Energies are from the ωB97M-V functional and the def2-TZVPD basis.

The calculation puts the HOMO-LUMO gap at 8.86 eV. For the energy above the lowest of the compared OMol25 structures with the same formula, charge and spin, the calculation gives 1.7594 eV. Its HOMO energy is -11.62 eV. The SMILES is CO[C@H](c1ccccc1)[N@@H+]1CCC[C@H]1C(c1ccccc1)c1ccccc1. As for the net charge: +1.

CARTESIAN COORDINATES (ANGSTROEM)
C: 2.195 -0.206 -3.435
O: 1.118 0.582 -2.993
C: 0.223 -0.026 -2.125
C: -1.130 -0.063 -2.709
C: -1.766 -1.262 -2.987
C: -3.052 -1.228 -3.477
C: -3.705 0.013 -3.671
C: -2.997 1.208 -3.480
C: -1.691 1.184 -2.968
H: 2.912 0.499 -3.860
H: 2.646 -0.779 -2.613
H: 1.839 -0.904 -4.213
H: 0.569 -0.966 -1.671
H: -1.202 -2.200 -2.798
H: -3.613 -2.166 -3.618
H: -4.778 0.024 -4.012
H: -3.503 2.146 -3.636
H: -1.151 2.091 -2.830
C: 1.168 0.112 5.644
C: -0.178 0.105 5.322
C: -0.597 0.172 3.999
C: 0.385 0.231 3.012
C: -0.065 0.271 1.516
C: -0.384 -1.165 1.016
C: -1.658 -1.483 0.508
C: -1.890 -2.773 0.012
C: -0.868 -3.747 0.118
C: 0.353 -3.432 0.724
C: 0.595 -2.154 1.171
C: 1.039 0.889 0.657
C: 1.426 2.359 1.077
C: 1.688 3.120 -0.166
C: 1.073 2.341 -1.314
N: 0.656 1.028 -0.787
C: 1.752 0.253 3.314
C: 2.126 0.180 4.651
H: 1.464 0.064 6.676
H: -0.943 0.056 6.059
H: -1.642 0.160 3.674
H: -0.981 0.899 1.428
H: -2.454 -0.744 0.487
H: -2.843 -3.010 -0.438
H: -1.056 -4.754 -0.284
H: 1.121 -4.202 0.858
H: 1.538 -1.890 1.676
H: 1.950 0.236 0.660
H: 0.649 2.799 1.714
H: 2.329 2.322 1.776
H: 1.245 4.151 -0.120
H: 2.751 3.282 -0.365
H: 0.204 2.819 -1.775
H: 1.855 2.167 -2.018
H: -0.402 0.879 -0.772
H: 2.511 0.321 2.521
H: 3.167 0.189 4.868

***

Here is a molecular structure, C25H29BClF4N4OPRuS at a distorted geometry from the Open Molecules 2025 dataset. Energies are from the ωB97M-V functional and the def2-TZVPD basis.

The calculation puts the HOMO-LUMO gap (alpha / beta) at 8.11 / 6.87 eV. The expectation value of S² is 8.761. For the energy above the lowest of the compared OMol25 structures with the same formula, charge and spin, the calculation gives 0.3182 eV. Its HOMO energy (alpha / beta) is -11.30 / -12.01 eV. As for the net charge: +1. Its spin multiplicity is 6.

CARTESIAN COORDINATES (ANGSTROEM)
Ru: 0.393 1.298 0.536
C: -2.433 3.308 1.696
C: -1.552 2.566 2.700
C: -1.669 3.168 4.093
C: -1.837 1.061 2.750
C: -3.308 0.676 2.935
O: -3.513 -0.374 1.961
C: -2.431 -0.456 1.192
N: -1.471 0.342 1.504
C: -2.447 -1.547 0.202
C: -3.528 -2.431 0.299
C: -3.601 -3.566 -0.485
C: -2.578 -3.848 -1.375
C: -1.506 -2.981 -1.490
C: -1.428 -1.816 -0.727
P: -0.024 -0.699 -1.078
C: 1.312 -1.887 -1.444
C: 2.106 -1.773 -2.580
C: 3.098 -2.713 -2.828
C: 3.300 -3.764 -1.948
C: 2.506 -3.883 -0.813
C: 1.517 -2.949 -0.560
C: -0.410 -0.003 -2.723
C: -1.300 -0.590 -3.621
C: -1.445 -0.064 -4.895
C: -0.723 1.054 -5.284
C: 0.142 1.662 -4.387
C: 0.303 1.131 -3.118
H: -2.022 4.302 1.526
H: -3.444 3.443 2.083
H: -2.489 2.795 0.734
H: -0.496 2.664 2.390
H: -2.691 3.060 4.466
H: -1.421 4.228 4.064
H: -0.983 2.684 4.788
H: -1.214 0.627 3.539
H: -3.994 1.487 2.698
H: -3.542 0.282 3.920
H: -4.307 -2.222 1.016
H: -4.447 -4.232 -0.390
H: -2.613 -4.742 -1.984
H: -0.712 -3.214 -2.186
H: 1.937 -0.964 -3.281
H: 3.701 -2.631 -3.722
H: 4.068 -4.499 -2.151
H: 2.651 -4.713 -0.133
H: 0.885 -3.056 0.311
H: -1.899 -1.439 -3.325
H: -2.126 -0.535 -5.591
H: -0.839 1.458 -6.281
H: 0.683 2.556 -4.667
H: 0.975 1.608 -2.421
N: 2.866 1.314 -0.268
N: 3.758 0.421 0.318
C: 3.421 -0.372 1.349
N: 4.416 -1.053 1.922
S: 1.848 -0.597 1.907
H: 3.039 1.356 -1.265
H: 2.978 2.241 0.142
H: 4.741 0.580 0.151
H: 5.384 -0.885 1.703
H: 4.201 -1.614 2.728
Cl: 0.274 3.367 -0.458
F: 3.342 3.366 3.404
B: 2.000 3.137 3.257
F: 1.245 4.255 2.986
F: 1.445 2.342 4.239
F: 1.906 2.274 1.967

***

Calculated values (eV) of DFT total energy for the records, taken in order: -77337.8328; -75147.3819; -50722.8146; -40533.7765; -57821.2966; -42395.2825; -29908.4825; -81178.7187.